[1]
This record from the Open Molecules 2025 dataset describes C30H27N6O9S3SbV as an isolated structure in a non-equilibrium geometry. The level of theory is ωB97M-V/def2-TZVPD.

Output
relative energy (zero: lowest compared OMol25 entry of this formula, charge and spin): 0.00 kJ/mol
E_tot: -4543.93599 Ha
HOMO energy (spin up / spin down): -4.77 / -4.77 eV
2S+1: 1
LUMO (spin up / spin down): 1.28 / 1.28 eV
charge: -1

Geometry as XYZ:
```
77
Properties=species:S:1:pos:R:3:forces:R:3
V -0.17119 -0.42183 0.25580 -1.584 -0.470 -2.256
C -2.98398 -2.06727 1.05418 0.107 0.189 0.030
O -1.95172 -1.09740 1.33771 -0.040 0.392 0.125
C -2.30229 -0.05183 2.17485 0.215 -0.412 -0.181
C -3.53802 0.08630 2.76989 -0.270 0.102 0.063
C -3.73801 1.12418 3.66986 0.011 0.071 0.028
C -2.71748 2.01490 3.98403 -0.078 -0.019 -0.023
C -1.47653 1.86895 3.38696 -0.071 0.209 -0.016
C -1.28769 0.85492 2.47049 0.676 -0.046 -0.016
N -0.02768 0.58013 1.84201 0.277 0.836 1.250
N 1.01930 0.96579 2.44340 -0.055 -0.276 0.116
C 2.23732 0.46804 2.01672 -0.091 0.444 0.226
C 2.37478 -0.66671 1.22659 -0.902 0.144 -0.047
O 1.26892 -1.22379 0.73752 2.754 -1.379 0.890
C 3.64913 -1.20396 0.93675 -0.174 -0.238 -0.160
C 4.75802 -0.57026 1.37438 0.255 0.171 0.173
C 4.67678 0.60427 2.18500 0.189 -0.110 -0.072
C 5.84101 1.26243 2.64218 -0.013 -0.063 -0.008
C 5.75114 2.37727 3.42778 -0.102 0.096 0.024
C 4.48178 2.87900 3.78731 0.132 -0.040 -0.020
C 3.34090 2.26063 3.35349 -0.023 -0.033 -0.024
C 3.41551 1.10996 2.53787 -0.215 0.106 0.024
H -3.42420 -2.39693 1.99210 0.010 -0.066 0.037
H -3.71514 -1.62433 0.37888 -0.019 0.035 -0.036
H -2.47616 -2.90564 0.60353 0.059 -0.069 -0.050
H -4.33275 -0.61603 2.57039 0.041 0.032 0.039
H -4.70624 1.21965 4.14781 0.062 0.005 -0.036
H -2.89086 2.81845 4.68944 0.015 -0.061 -0.016
H -0.64729 2.52941 3.60562 -0.049 -0.021 0.004
H 3.70639 -2.10275 0.33616 -0.032 0.027 0.009
H 5.73832 -0.95376 1.11358 -0.010 0.012 0.045
H 6.80976 0.86552 2.35798 -0.030 0.004 0.003
H 6.64913 2.87943 3.76772 -0.038 -0.015 0.001
H 4.41132 3.76705 4.40396 0.005 -0.034 0.001
H 2.36473 2.64058 3.62249 0.048 0.014 -0.034
S -3.28106 -3.01417 4.54075 -0.121 0.018 0.080
Sb -1.14802 -3.76015 4.65354 0.125 0.011 -0.188
S 0.32512 -2.04484 3.64240 -0.068 -0.222 0.211
S -0.21067 -3.62164 2.34504 0.098 -0.196 0.193
O 1.58525 2.99842 -0.31088 0.161 0.050 0.026
C 0.90045 2.10435 -0.76464 -0.019 -0.540 -0.228
O 1.15995 0.82808 -0.76110 -0.346 0.488 0.139
C -0.36233 2.44547 -1.53864 0.242 -0.117 -0.091
C -0.33760 3.47578 -2.44274 0.153 0.244 0.055
C -1.41623 3.65958 -3.29759 0.154 0.445 -0.259
C -2.52639 2.86979 -3.22599 -0.436 -0.126 -0.062
C -2.56232 1.84894 -2.29396 -0.572 -0.261 -0.099
C -1.47273 1.58240 -1.45098 0.153 -0.568 0.566
O -1.43862 0.58940 -0.59157 -1.184 1.209 -0.891
N -3.81638 1.05527 -2.24474 0.377 0.508 0.151
O -3.83069 0.04395 -1.57836 -0.067 -0.260 -0.012
O -4.77627 1.48610 -2.85775 0.021 -0.052 -0.073
N -1.36059 4.70516 -4.34009 0.170 -0.516 0.107
O -2.23750 4.71361 -5.18182 -0.157 0.112 0.033
O -0.41031 5.45899 -4.32930 0.049 0.176 0.076
H 0.52566 4.12581 -2.49252 -0.002 -0.041 -0.012
H -3.37252 3.03306 -3.87409 0.004 0.002 -0.023
C 1.29542 -1.98766 -2.05583 -0.167 -0.082 -0.168
C 1.43239 -2.78043 -3.37749 -0.165 0.034 0.011
N 0.13805 -3.34762 -3.77059 -0.045 0.058 0.038
C -0.38706 -4.11856 -2.63808 0.000 0.175 -0.036
C -0.70712 -3.17711 -1.44707 0.131 0.072 -0.275
N -0.14075 -1.83258 -1.70662 0.244 -0.001 0.367
C -0.84833 -1.25303 -2.86393 0.067 -0.141 -0.070
C -0.78544 -2.24159 -4.06056 0.157 -0.070 0.174
H 1.73089 -0.99374 -2.12168 0.028 0.064 0.034
H 1.77185 -2.50884 -1.22970 0.004 -0.038 0.045
H 2.14719 -3.59731 -3.26960 0.037 -0.014 -0.009
H 1.77901 -2.14003 -4.19090 0.005 0.008 -0.006
H 0.35857 -4.86674 -2.36405 0.012 0.000 0.006
H -1.28423 -4.64655 -2.96432 -0.015 -0.034 0.007
H -0.30556 -3.54802 -0.50503 -0.002 -0.017 0.051
H -1.78310 -3.05436 -1.34469 -0.066 0.017 0.056
H -0.36930 -0.30323 -3.10363 0.032 0.035 0.017
H -1.87555 -1.05477 -2.56276 -0.017 0.031 0.007
H -0.44241 -1.73718 -4.96455 -0.013 0.016 -0.033
H -1.76770 -2.66840 -4.26833 -0.024 -0.013 -0.008
```
Positions in Å, forces in eV/Å.


[2]
This record from the Open Molecules 2025 dataset describes a 14-piece molecular cluster, C28H91O35P7 overall in a non-equilibrium geometry. The level of theory is ωB97M-V/def2-TZVPD.

Output
relative energy (zero: lowest compared OMol25 entry of this formula, charge and spin): 205.33 kJ/mol
E_tot: -6144.73317 Ha
HOMO energy: -9.34 eV
2S+1: 1
LUMO: 0.15 eV
charge: 0

Geometry as XYZ:
```
161
Properties=species:S:1:pos:R:3:forces:R:3
C 7.89607 4.27373 -2.51683 1.585 0.060 0.330
O 6.72963 4.36886 -1.76208 -2.653 0.548 0.181
P 5.27571 4.54868 -2.49098 -0.063 -0.762 2.329
O 5.23156 5.44223 -3.64508 -0.047 -0.442 0.254
O 4.32030 4.91327 -1.19073 4.016 -0.157 -2.231
C 3.01003 4.48970 -1.12477 -1.908 0.286 0.660
O 4.88625 3.02166 -2.78234 0.012 1.557 -0.926
C 5.07752 1.97862 -1.85383 -0.790 -0.657 -0.371
H 8.47145 3.42203 -2.15399 -0.332 -0.580 -0.333
H 8.55509 5.07760 -2.18884 -0.135 0.528 -0.635
H 7.74620 4.23525 -3.59579 0.013 0.133 0.109
H 2.59025 3.93351 -1.96295 0.407 -0.029 -0.291
H 2.45369 5.41962 -1.00717 -0.549 -0.380 0.122
H 2.90709 3.87390 -0.23129 -0.103 0.011 0.025
H 5.65014 1.23319 -2.40570 0.480 -0.080 0.556
H 4.08872 1.53958 -1.72116 -0.102 -0.075 0.329
H 5.48562 2.29437 -0.89369 0.231 -0.011 -0.228
C -5.14206 -0.23726 1.25177 0.513 0.623 -0.886
O -6.16721 -0.70392 2.10579 -0.524 -1.771 1.128
P -6.26215 -2.28140 2.50664 -0.948 0.869 -0.718
O -5.03702 -2.97023 2.95016 -0.318 0.562 -0.370
O -6.97500 -2.89213 1.18014 0.643 1.675 1.277
C -7.23734 -4.24478 1.21690 0.115 -2.940 -0.548
O -7.47591 -2.32762 3.55752 0.976 0.315 -0.350
C -7.21520 -1.84419 4.89241 -0.165 0.645 0.072
H -4.62975 0.64257 1.64104 0.217 -0.430 0.736
H -5.57322 0.18753 0.34526 -0.333 -0.579 -0.259
H -4.44239 -1.03752 1.01065 0.142 0.236 -0.045
H -7.91456 -4.61611 1.98604 -0.293 0.658 0.180
H -6.34365 -4.85597 1.34292 0.473 0.260 0.239
H -7.60740 -4.61148 0.25945 -0.330 0.590 -0.126
H -7.35042 -2.63762 5.62746 0.050 -0.022 -0.243
H -7.90342 -1.02217 5.08919 -0.283 -0.242 -0.022
H -6.23381 -1.38156 4.99703 0.240 -0.400 -0.138
C -1.99788 0.42146 -2.15801 -1.399 -0.484 0.993
O -0.81546 0.15288 -1.39781 0.819 -0.285 -0.157
P -0.90083 0.08203 0.18884 -0.593 0.287 -0.839
O -1.93112 0.97868 0.76620 0.945 -0.264 0.051
O 0.64256 0.31603 0.55476 -2.478 -3.948 0.572
C 1.34523 1.42845 0.21116 0.566 2.490 -0.361
O -1.29222 -1.46864 0.49007 1.106 1.625 1.064
C -1.66882 -1.74097 1.88793 -0.406 -1.236 -0.302
H -2.22275 -0.26919 -2.97076 0.969 -0.175 -0.152
H -2.08497 1.44545 -2.52125 0.400 -0.142 0.229
H -2.77473 0.20100 -1.42589 -0.775 0.568 -0.354
H 0.93974 1.90384 -0.68197 -0.042 0.167 0.065
H 2.39047 1.21828 -0.01556 0.003 -0.354 0.307
H 1.22918 2.07067 1.08419 0.592 0.560 -0.338
H -1.76105 -0.92797 2.60808 0.235 0.533 -0.685
H -0.97213 -2.46681 2.30730 0.203 0.055 -0.173
H -2.63855 -2.23446 1.82304 -0.030 0.042 0.133
C 1.40768 -4.20811 5.24681 1.803 0.714 1.710
O 1.02455 -4.59842 3.98320 -0.786 -1.580 -1.811
P 1.33352 -6.13560 3.55922 0.002 -1.274 0.574
O 2.75653 -6.52578 3.48843 -1.289 0.558 0.481
O 0.43903 -7.11328 4.53374 1.122 1.628 -0.807
C -0.95285 -6.83088 4.75920 -0.067 -0.347 0.212
O 0.53769 -6.27999 2.19786 0.181 -0.235 1.621
C 0.57594 -5.32545 1.20021 -0.546 0.959 -2.058
H 2.34152 -4.69781 5.52292 -0.057 -0.520 0.260
H 0.65650 -4.38136 6.01741 -0.128 0.071 -0.169
H 1.74971 -3.17321 5.23624 -0.705 0.271 -0.134
H -1.29993 -5.90806 4.29440 0.095 -0.138 -0.278
H -1.14765 -6.74028 5.82782 0.311 0.009 0.087
H -1.50249 -7.70818 4.41812 -0.130 0.257 -0.238
H 0.86617 -4.30230 1.43904 0.070 -0.130 0.799
H -0.44792 -5.26983 0.83045 0.055 0.136 -0.319
H 1.23219 -5.62235 0.38211 0.001 -0.276 0.000
C -3.86298 5.15830 -5.65757 1.821 -0.194 -1.536
O -4.18052 5.17994 -4.29296 -0.599 -1.139 1.843
P -3.60676 3.99560 -3.34425 0.047 1.764 1.805
O -3.63073 2.64039 -3.90258 0.053 0.153 0.073
O -2.12091 4.53903 -2.92108 -1.855 -0.633 0.043
C -0.91828 3.90483 -3.30153 1.485 -0.388 -0.677
O -4.51103 4.18825 -1.98174 1.274 0.620 -1.448
C -4.41819 3.27239 -0.86543 -0.671 -1.515 -0.925
H -3.42896 4.20840 -5.96968 -0.211 -0.311 0.116
H -3.06173 5.87304 -5.84534 -0.010 0.280 0.139
H -4.63391 5.38372 -6.39442 -0.690 0.042 0.851
H -0.26083 3.57986 -2.49514 -0.644 0.112 0.724
H -0.29003 4.61545 -3.83859 -0.279 0.182 -0.265
H -1.03217 3.01828 -3.92535 -0.464 0.072 -0.130
H -5.33993 2.69104 -0.88830 -0.220 0.018 -0.082
H -4.39530 3.67493 0.14726 0.570 0.851 -0.516
H -3.65185 2.51777 -1.04258 0.391 0.337 0.333
C -0.07525 -3.52152 -2.40452 -2.574 0.816 -0.181
O 1.26077 -3.56560 -2.73784 3.500 0.666 -0.516
P 2.11437 -2.19402 -2.94498 -0.866 -0.730 -2.662
O 1.43810 -1.21320 -3.86698 1.156 -1.057 1.938
O 2.42249 -1.67999 -1.48567 -0.587 0.179 -0.424
C 2.98883 -2.47712 -0.45025 0.729 0.463 0.723
O 3.52354 -2.75627 -3.57968 -1.894 -0.300 0.866
C 4.54559 -1.86380 -4.03049 0.410 0.077 1.094
H -0.51283 -4.49976 -2.20534 0.657 -0.161 0.241
H -0.67022 -3.15676 -3.24182 0.015 0.163 -0.183
H -0.27778 -2.83361 -1.58363 0.051 -0.113 0.344
H 3.53081 -3.34693 -0.82146 0.112 0.211 -0.087
H 2.32100 -2.80006 0.34839 -0.797 -0.007 -0.597
H 3.61686 -1.75205 0.06738 0.571 -0.417 -0.047
H 4.48147 -1.59414 -5.08465 -0.437 0.102 0.220
H 5.50324 -2.35297 -3.85237 -0.101 -0.334 -0.212
H 4.56532 -1.03005 -3.32866 -0.065 0.586 -0.531
C 2.18749 -0.05301 3.55949 0.640 -0.191 0.260
O 3.63253 -0.02643 3.91141 0.434 1.968 -0.368
P 4.39328 1.44547 3.67283 0.690 -3.354 -1.812
O 3.62151 2.53699 4.25049 0.205 0.497 -0.110
O 5.92405 1.22429 4.19568 -2.373 0.902 -1.889
C 6.19747 0.77709 5.49858 -0.190 -0.775 0.869
O 4.58939 1.45749 2.00524 -1.483 1.670 4.071
C 5.44515 0.54688 1.43968 2.057 -0.743 -1.222
H 1.79830 0.94690 3.36763 0.108 -0.044 -0.012
H 1.63732 -0.50217 4.38632 0.218 0.116 0.111
H 2.04151 -0.69561 2.69123 0.233 0.192 -0.083
H 6.77683 -0.13386 5.34806 0.159 0.099 0.521
H 5.27740 0.53233 6.02931 0.005 -0.116 0.050
H 6.71973 1.52916 6.08996 0.170 -0.005 -0.318
H 5.95933 -0.13626 2.11571 -0.754 -0.412 0.227
H 6.30756 1.08135 1.04132 -0.034 0.267 -0.399
H 4.93822 0.06046 0.60630 0.044 -0.297 0.183
C -4.09152 -2.17351 -4.85878 0.710 0.376 0.283
O -3.09877 -2.97787 -4.21648 -0.172 0.410 -0.460
H -3.95750 -1.12240 -4.60324 -0.108 0.189 0.204
H -3.90844 -2.19201 -5.93314 -0.295 -0.416 0.026
H -5.09389 -2.48484 -4.56479 -0.122 -0.097 -0.364
H -3.40130 -3.17199 -3.32632 0.070 -0.371 -0.114
C -2.26863 -1.04782 5.78040 0.066 -0.279 0.317
O -0.88576 -0.93267 5.44872 -0.115 0.255 -0.073
H -2.80213 -1.48256 4.93514 -0.034 0.121 0.001
H -2.38382 -1.70520 6.64220 -0.056 -0.208 0.024
H -2.70606 -0.09405 6.07551 -0.047 0.120 -0.312
H -0.57543 -0.12311 5.86090 0.189 -0.024 -0.032
C -1.26690 0.89041 -6.04819 -1.136 -0.622 0.097
O -2.67646 1.03361 -5.81849 0.616 -0.292 -0.718
H -0.78473 0.46639 -5.16738 0.309 0.213 0.140
H -1.19840 0.13052 -6.82664 0.220 0.128 -0.102
H -0.78277 1.80495 -6.39072 0.017 0.107 0.078
H -2.86641 1.70062 -5.15471 0.003 0.191 0.330
C -0.69615 4.37661 1.17161 0.972 1.242 0.335
O 0.51261 4.34498 0.37891 -1.314 -0.368 -0.118
H -1.48431 4.81927 0.56254 0.002 -0.415 -0.118
H -1.01016 3.47294 1.69396 0.130 -0.552 -0.697
H -0.51319 5.08011 1.98384 -0.130 0.280 0.174
H 1.24258 4.12219 0.96125 0.109 0.134 0.478
C 1.89209 2.08408 -4.61369 1.196 0.428 0.070
O 1.70422 1.51780 -3.36036 -0.593 0.029 1.288
H 2.65922 2.84437 -4.46684 0.132 0.180 -0.425
H 2.30673 1.27768 -5.21857 -0.223 0.427 -0.894
H 1.00833 2.58452 -5.00949 -0.163 -0.321 -0.296
H 1.51400 0.59331 -3.53568 -0.285 -0.657 0.406
C 2.59617 5.41683 3.29204 -0.242 1.795 -0.974
O 2.25201 4.21638 2.66365 -0.164 -0.865 0.912
H 2.56358 6.05670 2.41022 0.774 1.053 0.589
H 1.92504 5.85636 4.02995 -0.842 -0.521 0.003
H 3.53196 5.38114 3.84984 0.451 -0.088 -0.629
H 2.75151 3.61595 3.22185 -0.186 -1.272 -0.145
C -3.49130 -3.67054 -0.86743 -0.155 -1.294 -0.021
O -3.23341 -4.50260 -1.99957 0.165 0.184 -0.250
H -2.81914 -3.99046 -0.07123 0.143 0.619 0.238
H -3.35009 -2.63892 -1.18980 0.076 -0.071 0.294
H -4.50938 -3.86823 -0.53194 -0.174 0.487 0.158
H -3.40498 -5.42519 -1.79708 -0.087 0.056 0.099
```
Positions in Å, forces in eV/Å.


Among the records above, which one has the highest relative energy (zero: lowest compared OMol25 entry of this formula, charge and spin)?
C28H91O35P7


relative energy (zero: lowest compared OMol25 entry of this formula, charge and spin) of number 2 (C28H91O35P7)?
205.33 kJ/mol